Arrangement 1

An isolated molecule of C4H8O. Source: the OMol25 dataset; level of theory: ωB97M-V with the def2-TZVPD basis set.

Geometry (Å):
C -1.229 -0.411 0.645
C -0.119 -0.020 -0.315
O -0.593 0.607 -1.484
C 1.334 -0.436 -0.430
C 0.931 0.728 0.426
H -0.971 -1.234 1.312
H -2.174 -0.625 0.139
H -1.409 0.477 1.266
H -1.312 0.066 -1.833
H 1.787 -1.314 0.020
H 1.775 -0.135 -1.379
H 0.921 0.539 1.500
H 1.060 1.758 0.134

net charge: 0
Kohn-Sham gap: 0.3783 Ha
molar mass: 72.1 g mol⁻¹
SMILES string: CC1(O)CC1

=====

Arrangement 2

A cluster of 2 separate species, C4H8O in total. Source: the OMol25 dataset; level of theory: ωB97M-V with the def2-TZVPD basis set.

Geometry (Å):
C -0.911 1.286 1.653
C -0.430 0.148 1.126
C 0.753 -0.614 1.518
C 1.727 -1.050 0.670
H -0.336 2.139 1.990
H -1.962 1.563 1.630
H -0.995 -0.126 0.240
H 0.996 -0.646 2.580
H 2.124 -2.069 0.658
H 2.313 -0.458 -0.034
H -0.918 -0.734 -3.556
H -0.263 0.409 -4.328
O -0.928 0.224 -3.655

net charge: 0
Kohn-Sham gap: 0.2883 Ha
molar mass: 72.1 g mol⁻¹
SMILES string: C=CC=C.O

=====

Arrangement 3

A cluster of 2 separate species, C4H8O in total. Source: the OMol25 dataset; level of theory: ωB97M-V with the def2-TZVPD basis set.

Geometry (Å):
C 0.583 0.863 -0.198
C -0.528 1.428 0.273
C -1.400 -1.438 -0.676
O -0.733 -2.339 -0.231
C 1.490 -0.047 0.578
H 0.869 1.049 -1.235
H 2.526 0.314 0.555
H -1.151 2.074 -0.342
H -0.852 1.278 1.302
H -2.236 -0.984 -0.111
H -1.228 -1.012 -1.682
H 1.174 -0.130 1.622
H 1.487 -1.055 0.144

net charge: 0
Kohn-Sham gap: 0.3996 Ha
molar mass: 72.1 g mol⁻¹
SMILES string: C=CC.C=O

=====

Arrangement 4

An isolated molecule of C4H8O. Source: the OMol25 dataset; level of theory: ωB97M-V with the def2-TZVPD basis set.

Geometry (Å):
C -1.756 0.182 0.272
C -0.485 -0.212 -0.475
C 0.750 -0.120 0.417
C 2.042 0.066 -0.337
O 2.127 0.199 -1.534
H -1.698 1.224 0.607
H -1.909 -0.443 1.159
H -2.642 0.088 -0.364
H -0.575 -1.233 -0.867
H -0.336 0.433 -1.347
H 0.669 0.730 1.114
H 0.858 -1.005 1.060
H 2.956 0.093 0.296

net charge: 0
Kohn-Sham gap: 0.4015 Ha
molar mass: 72.1 g mol⁻¹
SMILES string: CCCC=O

=====

Short version: arrangement 2 is the least stable of them.

=====

Arrangement 1

A structure of composition C4H8O. Source: the OMol25 dataset; level of theory: ωB97M-V with the def2-TZVPD basis set.

Geometry (Å):
C -0.393 -0.929 0.881
C 0.666 0.561 0.456
O 1.823 0.083 -0.118
C -0.079 1.328 -0.612
C -0.685 0.004 -0.778
H -1.114 -0.532 1.597
H 0.444 -1.357 1.447
H -0.843 -1.805 0.382
H 2.296 -0.408 0.568
H -0.724 2.119 -0.230
H 0.567 1.653 -1.425
H -1.762 -0.090 -0.667
H -0.229 -0.645 -1.520

net charge: 0
Kohn-Sham gap: 0.3101 Ha
molar mass: 72.1 g mol⁻¹

=====

Arrangement 2

A structure of composition C4H8O. Source: the OMol25 dataset; level of theory: ωB97M-V with the def2-TZVPD basis set.

Geometry (Å):
O -1.842 1.330 -0.387
C -1.090 0.024 0.636
C 0.086 -0.026 -0.149
C 0.890 -1.153 -0.679
C 1.524 -0.094 0.210
H -1.758 2.186 0.069
H -1.882 -0.710 0.501
H -1.100 0.520 1.607
H -0.791 1.029 -0.788
H 0.777 -2.148 -0.249
H 1.155 -1.161 -1.735
H 1.816 -0.407 1.213
H 2.216 0.611 -0.249

net charge: 0
Kohn-Sham gap: 0.3333 Ha
molar mass: 72.1 g mol⁻¹

=====

Short version: arrangement 1 is the least stable of them.

=====

Arrangement 1

An isolated molecule of C4H8O. Source: the OMol25 dataset; level of theory: ωB97M-V with the def2-TZVPD basis set.

Geometry (Å):
C -1.259 1.056 0.836
C 0.235 -0.247 -0.811
C 0.800 -1.589 -0.619
C 0.143 0.712 0.321
O 1.051 0.317 1.179
H -1.690 0.163 1.298
H -1.155 1.819 1.613
H -1.933 1.425 0.054
H 0.150 0.117 -1.840
H 1.886 -1.597 -0.780
H 0.366 -2.286 -1.349
H 0.652 -1.878 0.428
H 0.509 1.595 -0.309

net charge: 0
Kohn-Sham gap (alpha / beta): 0.2642 / 0.3337 Ha
molar mass: 72.1 g mol⁻¹

=====

Arrangement 2

An isolated molecule of C4H8O. Source: the OMol25 dataset; level of theory: ωB97M-V with the def2-TZVPD basis set.

Geometry (Å):
C 0.204 1.256 1.204
C 0.033 0.322 0.062
C -1.267 -0.255 -0.346
C 1.099 -1.222 -1.144
O 1.129 0.021 -0.579
H 0.460 0.691 2.116
H 1.027 1.952 1.014
H -0.724 1.795 1.412
H -1.593 -1.168 0.169
H -1.150 -0.547 -1.408
H -2.053 0.500 -0.202
H 0.991 -1.988 -0.386
H 1.844 -1.356 -1.911

net charge: 0
Kohn-Sham gap (alpha / beta): 0.2692 / 0.3177 Ha
molar mass: 72.1 g mol⁻¹

=====

Short version: arrangement 1 is the least stable of them.

=====

Arrangement 1

An isolated molecule of C3H9O3P. Source: the OMol25 dataset; level of theory: ωB97M-V with the def2-TZVPD basis set.

Geometry (Å):
C -2.064 0.200 0.431
C -0.566 0.630 0.136
C 0.431 -0.603 -0.006
O -0.469 1.474 -0.987
O 3.868 -0.036 0.235
O 0.135 -1.121 -1.250
P 2.368 0.521 -0.234
H -2.842 0.672 -0.061
H -2.030 -0.918 0.140
H -2.191 0.190 1.505
H -0.287 1.389 0.853
H -0.545 0.940 -1.795
H 4.376 -0.613 -0.361
H 0.567 -1.993 -1.302
H 2.256 0.867 1.155
H 0.679 -1.344 0.731

net charge: 0
Kohn-Sham gap: 0.2973 Ha
molar mass: 124.1 g mol⁻¹
SMILES string: C[C@H](O)[C@@H](O)PO

=====

Arrangement 2

An isolated molecule of C3H9O3P. Source: the OMol25 dataset; level of theory: ωB97M-V with the def2-TZVPD basis set.

Geometry (Å):
C 1.216 -1.353 -1.240
C 1.046 -0.252 -0.228
C -0.408 0.320 -0.066
O 1.567 -0.720 1.018
O -2.332 1.963 0.892
O -1.177 -0.874 0.097
P -0.772 1.388 1.453
H 2.234 -1.747 -1.091
H 0.583 -2.160 -1.010
H 0.959 -1.115 -2.267
H 1.522 0.760 -0.519
H 1.152 -1.498 1.300
H -2.751 2.453 1.589
H -2.017 -0.602 -0.121
H -0.069 2.579 1.140
H -0.754 0.856 -0.948

net charge: 0
Kohn-Sham gap: 0.3606 Ha
molar mass: 124.1 g mol⁻¹
SMILES string: C[C@H](O)[C@@H](O)PO

=====

Short version: arrangement 1 is the least stable of them.

=====

Arrangement 1

A cluster of 2 separate species, C6H15NO in total. Source: the OMol25 dataset; level of theory: ωB97M-V with the def2-TZVPD basis set.

Geometry (Å):
C -0.240 -0.348 2.550
C -0.786 0.029 1.081
C 0.171 -0.580 -0.094
C -0.643 -1.362 -1.172
C 0.258 0.036 -2.995
C -0.160 -1.127 -2.565
N -0.735 1.484 1.079
H -0.415 -1.426 2.583
H -0.811 0.001 3.290
H 0.839 -0.226 2.735
H -1.775 -0.317 0.769
H 0.766 -1.319 0.521
H 0.849 0.024 -0.711
H -0.454 -2.454 -0.945
H -1.808 -1.272 -1.234
H 0.382 0.256 -3.984
H 0.604 0.815 -2.470
H -0.280 -2.059 -3.216
H -0.141 1.865 0.290
H -1.562 2.077 1.099
H 1.633 1.979 1.753
H 2.009 1.679 0.437
O 2.297 2.245 1.199

net charge: +1
Kohn-Sham gap (alpha / beta): 0.3615 / 0.1660 Ha
molar mass: 117.2 g mol⁻¹
expectation value of S²: 0.755
2S+1: 2

=====

Arrangement 2

A cluster of 2 separate species, C6H15NO in total. Source: the OMol25 dataset; level of theory: ωB97M-V with the def2-TZVPD basis set.

Geometry (Å):
C 0.450 -2.792 1.029
C -0.729 -1.993 1.417
C 0.719 -2.812 -0.399
O -0.042 -3.116 -1.277
N 2.105 -2.602 -0.649
H 1.290 -2.302 1.683
H 0.455 -3.769 1.438
H -0.958 -1.012 0.798
H 2.473 -2.472 -1.700
H 2.774 -2.314 0.030
H -0.706 -1.740 2.492
H -1.634 -2.553 1.142
C -0.581 2.385 -0.032
C 0.620 3.220 -0.504
C -1.795 2.333 -0.963
H -1.006 2.834 0.889
H -0.229 1.500 0.232
H 1.210 3.869 0.183
H 1.297 2.439 -0.948
H -2.532 1.820 -0.296
H 0.407 3.986 -1.312
H -1.434 1.818 -1.838
H -2.153 3.272 -1.413

net charge: +1
Kohn-Sham gap (alpha / beta): 0.3236 / 0.1299 Ha
molar mass: 117.2 g mol⁻¹
expectation value of S²: 0.756
2S+1: 2

=====

Short version: arrangement 1 is the least stable of them.

=====

Arrangement 1

The ion C4H8NO2S with charge -1. Source: the OMol25 dataset; level of theory: ωB97M-V with the def2-TZVPD basis set.

Geometry (Å):
O 2.324 2.585 -0.303
C 1.293 1.921 -0.423
N 1.192 0.685 0.066
C 0.055 -0.311 -0.102
C 0.473 -1.567 0.544
S -0.791 -2.974 0.262
C -1.296 0.245 0.363
O -1.970 0.648 -0.886
H 0.426 2.236 -1.040
H 1.907 0.299 0.662
H 0.047 -0.436 -1.194
H 0.610 -1.638 1.619
H 1.302 -2.096 0.050
H -2.251 -0.137 -1.359
H -1.344 1.090 1.055
H -1.976 -0.549 0.687

net charge: -1
Kohn-Sham gap: 0.2441 Ha
molar mass: 134.2 g mol⁻¹
SMILES string: O=CN[C@H](CO)C[S-]

=====

Arrangement 2

The ion C4H8NO2S with charge -1. Source: the OMol25 dataset; level of theory: ωB97M-V with the def2-TZVPD basis set.

Geometry (Å):
O 2.173 -0.282 -1.387
C 1.043 -0.212 -1.907
O 0.755 -0.102 -3.124
C -0.194 -0.031 -0.951
C 0.301 -0.149 0.517
C -0.695 -0.831 1.415
S -0.385 -0.558 3.224
N -0.828 1.283 -1.118
H -0.984 -0.765 -0.994
H 0.483 0.843 0.917
H 1.292 -0.572 0.566
H -1.700 -0.421 1.293
H -0.839 -1.908 1.328
H 0.639 0.287 3.105
H -0.184 1.980 -0.764
H -0.877 1.438 -2.121

net charge: -1
Kohn-Sham gap: 0.2664 Ha
molar mass: 134.2 g mol⁻¹
SMILES string: N[C@H](CCS)C(=O)[O-]

=====

Short version: arrangement 1 is the least stable of them.